1.
12 unconnected molecules or ions with the total composition C49H91BBr4N4O29 at a distorted geometry, computed with wB97M-V/def2-TZVPD.

net charge = 0

```
178
Properties=species:S:1:pos:R:3:mulliken_charge:R:1
C -2.66 -1.88 1.88 -1.5054
C -1.17 -1.52 1.60 0.7113
C -0.59 -0.49 2.63 -0.0278
N 0.63 0.28 2.08 1.2001
C 1.07 1.35 3.05 -1.4013
C 0.34 0.95 0.69 0.3805
C 1.05 0.03 -0.36 1.8817
C 1.88 -1.07 0.33 0.6283
C 1.82 -0.68 1.84 -1.0512
H -3.16 -0.96 1.56 0.2005
H -2.93 -2.16 2.90 0.5478
H -2.88 -2.73 1.22 0.4442
H -1.17 -1.15 0.58 -0.5387
H -0.49 -2.37 1.65 0.3253
H -0.41 -0.97 3.59 0.5289
H -1.36 0.27 2.80 -0.7398
H 1.76 2.02 2.55 0.5274
H 1.55 1.03 3.97 0.4822
H 0.24 1.99 3.35 0.1688
H 0.83 1.92 0.68 0.1289
H -0.74 1.02 0.68 -0.8446
H 1.80 0.63 -0.86 -0.7198
H 0.29 -0.37 -1.04 -0.9328
H 2.88 -1.03 -0.10 -0.4295
H 1.61 -2.11 0.14 0.1542
H 2.71 -0.07 2.03 0.5320
H 1.72 -1.60 2.40 0.0872
O 7.71 0.83 -0.90 -0.6929
C 7.08 -0.23 -1.22 0.2107
O 7.53 -1.26 -1.79 -0.5466
B 6.47 -2.11 -2.35 1.1447
O 5.36 -1.75 -1.50 -0.2228
C 5.58 -0.46 -1.00 0.7739
O 4.89 0.37 -0.48 -0.5873
O 6.79 -3.55 -2.38 -0.5211
C 6.78 -3.92 -3.62 0.6366
O 7.13 -5.04 -4.07 -0.6560
C 6.58 -2.78 -4.57 0.5529
O 6.33 -1.73 -3.81 -0.4416
O 6.58 -2.89 -5.78 -0.6485
C -1.11 0.98 -8.76 -0.9398
O -1.06 0.63 -7.44 -0.1255
C -1.26 1.68 -6.57 -0.2366
C 0.02 2.68 -6.25 -0.8970
N 0.36 2.68 -4.76 0.1922
C -0.52 3.46 -3.91 -0.0225
C 0.27 3.85 -2.68 -0.3328
O -0.67 4.51 -1.84 -0.3372
C 0.00 5.04 -0.65 -0.7795
H -1.94 1.64 -9.04 0.3172
H -0.96 0.10 -9.37 0.3197
H -0.17 1.44 -9.08 0.3483
H -1.47 1.16 -5.64 -0.1963
H -2.21 2.20 -6.75 0.5160
H -0.02 3.67 -6.72 0.5198
H 0.88 2.24 -6.75 0.4168
H 1.33 2.83 -4.52 -0.0140
H -1.32 2.83 -3.51 -0.1738
H -0.80 4.34 -4.48 0.1648
H 1.13 4.38 -3.09 0.6924
H 0.56 3.00 -2.05 -0.1090
H 0.54 5.98 -0.79 0.3667
H 0.75 4.45 -0.14 0.2335
H -0.73 5.39 0.08 0.2732
C 2.74 -4.25 -2.21 -0.9537
O 2.57 -2.84 -2.24 0.1425
C 1.28 -2.45 -2.81 -0.4818
C 1.45 -1.33 -3.74 -0.1109
N 0.13 -0.99 -4.45 0.7856
C -0.41 -2.04 -5.31 -1.1503
C 0.37 -2.48 -6.56 -0.7101
O 1.15 -3.66 -6.28 -0.4704
C 2.63 -3.53 -6.33 -0.3482
H 2.12 -4.69 -1.43 0.2147
H 3.81 -4.45 -2.11 0.1883
H 2.54 -4.64 -3.20 0.3871
H 0.49 -2.35 -2.07 -0.4226
H 0.87 -3.27 -3.40 1.0123
H 2.34 -1.47 -4.36 0.5171
H 1.74 -0.54 -3.04 -0.6063
H 0.07 -0.10 -4.92 -0.3453
H -1.24 -1.57 -5.84 0.6087
H -0.67 -2.89 -4.67 0.5492
H 0.99 -1.68 -6.96 0.2848
H -0.43 -2.58 -7.29 0.4506
H 3.04 -3.27 -5.35 -0.0677
H 3.01 -2.85 -7.08 0.3349
H 3.00 -4.51 -6.63 0.2950
C -6.38 -3.15 -2.74 -0.7964
O -5.33 -2.20 -2.96 -0.3942
C -4.43 -2.20 -1.90 -0.8761
C -3.02 -1.59 -2.35 -0.3413
N -2.68 -0.38 -1.58 0.6123
C -3.80 0.62 -1.52 -1.0225
C -3.21 2.04 -1.25 2.1062
O -4.30 2.92 -1.38 -0.4777
C -3.98 3.76 -2.39 -0.7196
H -6.86 -2.96 -1.78 0.2402
H -6.01 -4.17 -2.75 0.3288
H -7.21 -3.04 -3.45 0.3095
H -4.23 -3.25 -1.67 0.6553
H -4.91 -1.83 -0.99 0.3449
H -2.93 -1.58 -3.43 0.1830
H -2.17 -2.20 -2.02 0.2250
H -1.95 0.06 -2.12 -0.3779
H -4.50 0.28 -0.75 0.4210
H -4.42 0.52 -2.42 0.4173
H -2.46 1.98 -2.04 -0.6348
H -2.69 2.03 -0.29 -1.2382
H -4.75 4.53 -2.42 0.3764
H -4.00 3.32 -3.38 0.3074
H -3.06 4.35 -2.41 0.1959
Br -3.53 0.43 8.51 -0.2274
C -4.70 -0.35 6.98 -0.6956
C -4.91 0.64 5.92 -0.6374
Br -3.07 0.87 5.11 0.0832
H -5.72 -0.60 7.26 0.4592
H -4.33 -1.29 6.56 0.4001
H -5.31 1.62 6.22 0.4546
H -5.56 0.25 5.14 0.2443
Br -4.01 6.40 4.63 -0.2086
C -3.62 5.00 3.28 -0.6698
C -2.17 4.61 3.31 -0.5544
Br -2.19 3.06 2.12 -0.0519
H -3.93 5.35 2.30 0.4190
H -4.14 4.05 3.43 0.3501
H -1.82 4.27 4.28 0.4244
H -1.53 5.33 2.79 0.4197
C 0.92 -1.59 9.40 -0.3327
C 0.47 -0.20 8.71 -0.1630
O 0.47 -0.42 7.31 -0.0256
C 0.52 -1.67 7.04 0.4886
O 0.41 -2.10 5.90 -0.4717
O 0.91 -2.42 8.18 -0.4039
H 0.20 -1.94 10.14 0.2695
H 1.88 -1.57 9.92 0.2598
H 1.09 0.64 9.02 0.3363
H -0.48 0.01 9.19 0.0344
C 2.41 -4.15 4.80 0.0516
C 3.32 -5.35 4.55 -0.3508
O 4.62 -4.73 4.56 -0.3665
C 4.67 -3.52 4.90 0.6959
O 5.60 -2.68 4.93 -0.6374
O 3.46 -3.13 5.00 -0.2742
H 1.88 -4.39 5.72 0.1946
H 1.74 -4.00 3.96 0.1159
H 3.05 -5.76 3.57 0.2931
H 3.18 -6.10 5.33 0.2730
C 3.44 4.46 6.75 -0.2896
C 2.70 5.75 6.61 -0.3941
O 1.64 5.58 5.72 -0.2930
C 1.50 4.29 5.58 0.4858
O 0.68 3.89 4.77 -0.3629
O 2.51 3.57 6.21 -0.3099
H 3.66 4.37 7.82 0.2833
H 4.40 4.37 6.23 0.2730
H 3.46 6.44 6.25 0.3022
H 2.46 6.15 7.59 0.3049
C 5.38 2.93 -2.89 -0.2442
C 4.08 2.09 -3.11 -0.0520
O 3.32 3.10 -3.65 0.0846
C 3.99 3.98 -4.22 0.4395
O 3.65 4.86 -5.06 -0.6511
O 5.24 3.98 -3.75 -0.3743
H 6.33 2.46 -3.17 0.2946
H 5.40 3.14 -1.82 0.2912
H 3.76 1.85 -2.09 -0.1291
H 4.30 1.39 -3.91 0.2513
C -7.68 -3.55 2.52 -0.3554
C -6.43 -4.07 1.85 -0.3467
O -5.49 -3.08 2.11 -0.2102
C -5.91 -2.30 3.06 0.5583
O -5.09 -1.54 3.66 -0.3756
O -7.12 -2.63 3.45 -0.3810
H -8.18 -4.38 3.02 0.2874
H -8.37 -2.93 1.95 0.2902
H -6.61 -4.14 0.78 0.2399
H -6.15 -5.02 2.30 0.3011
```

***

2.
7 unconnected molecules or ions with the total composition C49H91BF4N3O17S2 at a distorted geometry, computed with wB97M-V/def2-TZVPD.

net charge = +1

```
167
Properties=species:S:1:pos:R:3:mulliken_charge:R:1
C -1.56 -4.21 -4.76 -1.3933
C -2.28 -3.71 -3.50 -0.0403
O -1.84 -2.38 -3.30 -0.0030
C -2.58 -1.47 -2.51 0.4512
S -3.49 -2.31 -1.17 -0.2145
C -1.46 -0.74 -1.72 -1.3626
B -0.45 -1.81 -1.03 0.4188
O 0.57 -2.40 -1.73 -0.7502
C -0.58 -2.11 0.52 0.5204
C 0.68 -2.64 1.18 -1.7454
C -0.62 0.09 -2.71 0.0264
C 0.61 0.78 -2.09 0.7095
C 1.93 0.36 -2.72 -1.6270
C 2.03 0.87 -4.17 -0.3850
C 2.89 2.13 -4.32 -1.2279
C 2.60 3.24 -3.32 -0.0287
C 1.42 4.12 -3.74 0.0423
C 1.22 5.24 -2.70 -1.2549
S -0.08 4.85 -1.48 -0.0988
C 0.84 4.12 -0.20 0.2648
N 1.99 4.48 0.21 -0.2278
N 2.33 3.61 1.20 -0.6416
C 1.38 2.80 1.35 -0.4803
O 0.38 3.07 0.47 0.5205
C -1.53 1.20 -3.31 -0.9529
C -3.04 0.94 -3.30 -0.2202
C -3.80 1.86 -2.33 -1.9840
C -3.63 1.75 -0.82 -0.2636
C -2.31 2.26 -0.26 -0.0789
F -3.99 0.52 -0.29 -0.4163
N -3.42 -0.53 -3.40 1.8388
C -4.90 -0.62 -3.19 -1.0171
C -5.62 -1.90 -3.61 -0.3729
O -6.76 -2.06 -3.21 -0.4897
C -3.16 -0.91 -4.82 -1.5910
O -4.09 -0.25 -5.68 -0.4187
C -3.54 0.17 -6.85 0.8674
F -4.52 0.56 -7.65 -0.2552
F -2.71 1.20 -6.64 -0.2378
F -2.86 -0.81 -7.46 -0.2549
H -1.89 -3.57 -5.58 0.2377
H -1.91 -5.21 -5.01 0.5006
H -0.49 -4.13 -4.67 0.3053
H -3.34 -3.80 -3.72 0.1709
H -1.98 -4.38 -2.70 0.3848
H -4.40 -3.10 -1.76 0.2378
H -1.84 -0.17 -0.88 0.2761
H 1.43 -2.15 -1.38 0.2804
H -1.46 -2.71 0.74 0.3479
H -0.79 -1.12 0.96 -0.1515
H 0.56 -2.49 2.25 0.4123
H 1.59 -2.11 0.91 0.3369
H 0.78 -3.71 1.06 0.3523
H -0.27 -0.52 -3.54 1.3002
H 0.64 0.72 -1.00 0.6180
H 0.55 1.84 -2.32 -0.9852
H 2.78 0.74 -2.17 0.7658
H 2.04 -0.72 -2.77 0.2198
H 2.47 0.09 -4.79 0.6125
H 1.04 1.07 -4.60 -0.0058
H 3.94 1.87 -4.36 0.0707
H 2.67 2.54 -5.31 0.4550
H 3.47 3.90 -3.32 0.6547
H 2.50 2.88 -2.30 -0.3187
H 0.50 3.55 -3.83 -0.2539
H 1.62 4.60 -4.70 0.6118
H 0.96 6.19 -3.16 0.4818
H 2.14 5.38 -2.14 0.5327
H 1.32 2.01 2.07 0.6252
H -1.16 1.42 -4.31 0.9586
H -1.41 2.12 -2.76 -0.0988
H -3.32 1.40 -4.24 -0.0234
H -4.86 1.96 -2.54 0.6954
H -3.42 2.85 -2.57 0.7444
H -4.36 2.45 -0.41 0.7784
H -2.32 2.11 0.81 -0.8298
H -2.30 3.33 -0.41 0.8554
H -1.45 1.80 -0.72 0.0277
H -5.41 0.18 -3.72 1.0124
H -5.18 -0.45 -2.16 0.4217
H -5.17 -2.68 -4.25 0.3229
H -2.14 -0.70 -5.10 0.9102
H -3.33 -1.96 -5.00 0.5019
O -0.78 -0.96 3.66 -0.6019
C -1.71 -0.29 4.03 0.3389
O -2.60 -0.82 4.88 -0.3361
C -3.65 -0.07 5.50 -0.4435
C -4.86 0.04 4.60 -0.4568
C -1.95 1.10 3.48 -0.4116
H -3.28 0.91 5.83 0.4062
H -3.90 -0.62 6.41 0.3680
H -4.63 0.57 3.68 0.0416
H -5.67 0.56 5.11 0.4016
H -5.20 -0.96 4.33 0.0002
H -2.46 1.02 2.52 -0.0667
H -0.99 1.58 3.33 0.2506
H -2.53 1.75 4.14 0.4719
O -8.06 -4.26 6.60 -0.5685
C -7.01 -4.58 6.11 0.6760
O -6.62 -3.98 4.97 -0.3963
C -5.33 -4.15 4.39 -0.0358
C -5.25 -5.39 3.53 -1.1295
C -6.16 -5.68 6.70 -0.6438
H -4.56 -4.13 5.16 0.3238
H -5.17 -3.27 3.77 0.1033
H -5.43 -6.30 4.11 0.3045
H -4.28 -5.47 3.05 0.3327
H -6.02 -5.36 2.75 0.3331
H -6.54 -6.64 6.36 0.2991
H -6.23 -5.63 7.78 0.2772
H -5.10 -5.60 6.45 0.1111
O 6.02 3.82 -5.17 -0.5519
C 6.91 3.48 -4.43 0.9524
O 6.61 2.77 -3.33 -0.3649
C 7.61 2.19 -2.48 -0.3568
C 8.13 3.19 -1.47 -1.0784
C 8.34 3.91 -4.68 -1.1179
H 8.41 1.75 -3.07 0.3651
H 7.12 1.37 -1.97 0.3410
H 8.61 4.04 -1.95 0.2522
H 8.84 2.72 -0.80 0.3690
H 7.30 3.59 -0.88 0.3538
H 8.47 4.92 -4.29 0.2845
H 8.51 3.91 -5.75 0.3421
H 9.08 3.25 -4.23 0.2151
O 9.63 0.40 -1.51 -0.5249
C 10.74 0.23 -1.93 0.8532
O 11.17 1.02 -2.93 -0.3305
C 12.52 1.03 -3.40 -0.4300
C 12.77 -0.05 -4.43 -1.0041
C 11.62 -0.89 -1.44 -1.2228
H 13.22 0.98 -2.57 0.3590
H 12.66 2.01 -3.86 0.3358
H 12.62 -1.05 -4.01 0.2756
H 13.78 0.01 -4.82 0.3811
H 12.07 0.05 -5.26 0.3036
H 11.34 -1.81 -1.95 0.2896
H 11.44 -1.02 -0.37 0.3372
H 12.68 -0.72 -1.57 0.3755
O -4.72 -6.39 10.63 -0.5518
C -3.66 -6.70 10.15 0.7441
O -3.27 -6.10 9.01 -0.3525
C -1.97 -6.26 8.44 -0.4710
C -1.88 -7.51 7.59 -0.9035
C -2.81 -7.79 10.76 -0.9577
H -1.20 -6.22 9.21 0.4202
H -1.82 -5.38 7.81 0.3096
H -2.04 -8.41 8.18 0.2766
H -0.89 -7.58 7.12 0.3698
H -2.64 -7.50 6.81 0.2325
H -3.19 -8.75 10.42 0.2585
H -2.90 -7.73 11.84 0.3104
H -1.75 -7.72 10.52 0.3255
O -2.61 3.74 2.27 -0.4838
C -2.61 4.94 2.19 0.7864
O -1.43 5.57 2.08 -0.1507
C -1.30 6.97 1.81 -0.4080
C -1.38 7.79 3.07 -1.2205
C -3.88 5.75 2.30 -1.3151
H -2.02 7.28 1.05 0.4068
H -0.31 7.08 1.36 0.3511
H -2.35 7.69 3.56 0.2804
H -1.22 8.85 2.85 0.4087
H -0.63 7.47 3.79 0.3277
H -4.13 5.87 3.35 0.3167
H -4.68 5.19 1.81 0.3228
H -3.83 6.72 1.83 0.4351
```

***

no.,HOMO energy (eV)
1,-8.36
2,-10.99